Arrangement w

Below is a 2-piece molecular cluster, CH3NO3 overall, with properties calculated with the ωB97M-V functional and the def2-TZVPD basis.

Last column: natural (NBO) charge in e.
Positions of all 8 atoms, in Å:
N (0.0786, 0.1863, -1.5331)  -0.802
C (0.0941, 1.4132, -1.4441)  0.861
O (-0.1267, 2.5345, -1.1788)  -0.488
H (0.4439, -0.5105, -2.1288)  0.435
O (0.4240, -0.4775, 1.4421)  -0.479
O (-0.7293, -1.2328, 1.7721)  -0.465
H (0.2782, 0.0144, 0.6293)  0.472
H (-0.4628, -1.9275, 2.4412)  0.466

- SMILES = N=C=O.OO
- gap between HOMO and LUMO (eV) = 10.207
- E_HOMO (eV) = -9.69

---

Arrangement x

Below is a 2-piece molecular cluster, CH3NO3 overall, with properties calculated with the ωB97M-V functional and the def2-TZVPD basis.

Last column: natural (NBO) charge in e.
Positions of all 8 atoms, in Å:
O (-2.0652, -0.8572, 1.8646)  -0.316
N (-1.4549, -0.8248, 0.8083)  0.327
O (-0.3113, -1.5294, 0.8774)  -0.529
H (0.1762, -1.4150, -0.0007)  0.511
C (1.0122, 1.1679, -0.9472)  0.318
O (0.9934, -0.0157, -1.0380)  -0.531
H (1.6023, 1.7895, -0.3612)  0.123
H (0.0472, 1.6848, -1.2033)  0.097

- SMILES = O=NO.C=O
- gap between HOMO and LUMO (eV) = 10.297
- E_HOMO (eV) = -10.30

---

Which structure is most stable? arrangement w, by 0.711 eV over the runner-up.

---

Arrangement w

Below is a single C3H7NOS2 molecule, with properties calculated with the ωB97M-V functional and the def2-TZVPD basis.

Last column: natural (NBO) charge in e.
Positions of all 14 atoms, in Å:
N (0.9121, 1.5071, -0.5893)  -0.859
C (-0.2769, 0.5960, -0.5978)  -0.175
C (-1.3631, 1.4841, 0.0432)  0.443
O (-1.1716, 2.3073, 0.8964)  -0.513
C (0.0256, -0.6428, 0.2713)  -0.522
S (1.0654, -1.8412, -0.6998)  0.062
S (1.4129, -3.3201, 0.6165)  -0.097
H (0.8115, 2.2740, 0.0540)  0.389
H (1.7823, 1.0022, -0.5371)  0.370
H (-0.5403, 0.3036, -1.6067)  0.208
H (-2.4382, 1.3620, -0.2174)  0.121
H (-0.9299, -1.1741, 0.4898)  0.214
H (0.6074, -0.3286, 1.1622)  0.240
H (0.1028, -3.5295, 0.7149)  0.119

- SMILES = N[C@H](C=O)CSS
- gap between HOMO and LUMO (eV) = 9.470
- E_HOMO (eV) = -8.96

---

Arrangement x

Below is a single C3H7NOS2 molecule, with properties calculated with the ωB97M-V functional and the def2-TZVPD basis.

Last column: natural (NBO) charge in e.
Positions of all 14 atoms, in Å:
N (-1.6696, -0.7433, 0.0317)  -0.852
C (-0.6176, 0.1937, -0.2439)  -0.172
C (-0.6866, 0.3360, -1.7831)  0.448
O (-0.0457, -0.2711, -2.5955)  -0.520
C (0.7231, -0.3158, 0.2175)  -0.545
S (0.7706, -0.3097, 2.0442)  0.082
S (2.6083, 0.6033, 2.4462)  -0.129
H (-2.4580, -0.5013, 0.5988)  0.394
H (-1.3986, -1.7080, 0.0162)  0.386
H (-0.7462, 1.2077, 0.1186)  0.217
H (-1.6325, 0.8636, -2.0401)  0.100
H (1.5078, 0.3526, -0.1676)  0.233
H (1.1109, -1.2650, -0.1526)  0.239
H (2.5341, 1.5574, 1.5097)  0.119

- SMILES = N[C@H](C=O)CSS
- gap between HOMO and LUMO (eV) = 8.968
- E_HOMO (eV) = -8.58

---

Which structure is most stable? arrangement w, by 0.090 eV over the runner-up.

---

Arrangement w

Below is a single C3H7NOS2 molecule, with properties calculated with the ωB97M-V functional and the def2-TZVPD basis.

Last column: natural (NBO) charge in e.
Positions of all 14 atoms, in Å:
N (0.7076, 0.0732, -1.8582)  -0.867
C (-0.3625, 0.5542, -1.0679)  -0.184
C (-1.5158, 0.6582, -2.0042)  0.434
O (-2.6026, 1.1153, -1.7342)  -0.506
C (-0.8972, -0.2508, 0.1614)  -0.481
S (0.2244, 0.1815, 1.7046)  0.051
S (1.8171, -1.0137, 1.3928)  -0.134
H (0.6318, -0.4260, -2.7663)  0.389
H (1.4281, -0.3082, -1.2510)  0.377
H (-0.0277, 1.4757, -0.6516)  0.218
H (-1.3410, 0.5128, -3.0458)  0.114
H (-1.9380, -0.0706, 0.3394)  0.246
H (-0.6765, -1.2399, -0.2126)  0.223
H (1.7798, -1.8333, 2.3744)  0.118

- SMILES = N[C@@H](C=O)CSS
- gap between HOMO and LUMO (eV) = 9.632
- E_HOMO (eV) = -9.19

---

Arrangement x

Below is C3H7NOS2 as an isolated structure, with properties calculated with the ωB97M-V functional and the def2-TZVPD basis.

Last column: natural (NBO) charge in e.
Positions of all 14 atoms, in Å:
C (-1.5019, -1.1298, 0.2450)  -0.837
C (0.8095, 0.0320, 0.1347)  0.099
C (-0.2356, 1.1006, 0.3476)  -0.181
H (-2.6011, -1.7452, -0.4222)  0.246
H (-1.6380, 0.0386, 0.0781)  0.277
H (-1.7104, -1.2816, 1.4737)  0.223
H (-0.7922, 0.9226, 1.2190)  0.204
H (0.5991, 1.8853, 0.4601)  0.232
H (-0.3431, 1.4686, -1.5265)  0.481
H (2.8543, -1.4291, -0.9307)  0.111
N (1.9724, 0.5555, 0.2519)  -0.568
O (-0.9621, 1.4536, -0.8171)  -0.706
S (0.0863, -1.5747, -0.3504)  0.259
S (3.4628, -0.2964, -0.1631)  0.160

- gap between HOMO and LUMO (eV) = 9.368
- E_HOMO (eV) = -8.86

---

Which structure is most stable? arrangement w, by 2.986 eV over the runner-up.

---

Arrangement w

Below is CHCl4Cr as an isolated structure, with properties calculated with the ωB97M-V functional and the def2-TZVPD basis.

Last column: natural (NBO) charge in e.
Positions of all 7 atoms, in Å:
Cr (-1.3472, -2.7426, 1.7590)  1.381
Cl (-1.4114, -0.9033, 1.0370)  -0.376
C (0.4140, 0.7050, -0.5302)  -0.276
Cl (0.4828, 2.4478, -0.2446)  0.054
Cl (1.6490, -0.0690, 0.4398)  0.006
Cl (0.7664, 0.2474, -2.2466)  0.017
H (-0.5535, 0.3148, -0.2143)  0.194

- ⟨S²⟩ = 6.069
- multiplicity = 5
- gap between HOMO and LUMO (spin up / spin down) (eV) = 5.528 / 6.737
- net charge = +1
- E_HOMO (spin up / spin down) (eV) = -13.81 / -13.81

---

Arrangement x

Below is CHCl4Cr as an isolated structure, with properties calculated with the ωB97M-V functional and the def2-TZVPD basis.

Last column: natural (NBO) charge in e.
Positions of all 7 atoms, in Å:
Cr (2.1934, -1.5054, -0.6410)  1.247
Cl (0.9157, -0.7645, -1.6512)  -0.225
C (-0.5103, 0.3877, 0.3914)  -0.278
Cl (-2.0729, -0.1714, -0.2104)  0.055
Cl (-0.5700, 0.1843, 2.1516)  0.032
Cl (-0.2333, 2.1034, -0.0061)  0.047
H (0.2774, -0.2340, -0.0343)  0.122

- ⟨S²⟩ = 6.044
- multiplicity = 5
- gap between HOMO and LUMO (spin up / spin down) (eV) = 6.590 / 7.338
- net charge = +1
- E_HOMO (spin up / spin down) (eV) = -14.32 / -14.32

---

Which structure is most stable? arrangement w, by 1.637 eV over the runner-up.